DFT (wB97M-V/def2-TZVPD) results for a 2-piece molecular cluster, C8H19ClSi overall.

HOMO (spin up / spin down): -7.464 / -7.404 eV
Total charge: 0
Frontier orbital gap (spin up / spin down): 7.193 / 7.795 eV

Cartesian coordinates (Å):
Cl: 2.9531 -1.0300 -1.0939
Si: 2.3391 0.8558 -0.4445
C: 3.0549 1.2791 1.2155
C: 0.5667 -1.6737 1.6126
C: -2.2079 -1.7246 -1.5011
C: -1.4814 1.1364 -0.0825
C: -0.8188 -1.1299 -1.1370
C: -0.7058 -0.1221 -0.0784
C: -1.0248 2.2939 -0.9401
C: -0.6071 -0.6959 1.3523
H: -2.8834 -0.8466 -1.7498
H: -2.0615 -2.2486 -2.4023
H: -1.4186 1.5801 0.9065
H: 1.4878 -1.1544 1.9497
H: 2.9412 2.2430 1.5982
H: -0.7251 -0.5177 -1.9800
H: 0.8817 -2.2414 0.6710
H: 2.8440 1.7808 -1.4356
H: -2.7704 -2.4456 -0.8785
H: 0.1445 -2.4316 2.2856
H: 2.7076 0.5622 1.9463
H: -1.5134 -1.2239 1.7256
H: -0.4451 2.9208 -0.3838
H: -2.5019 0.8400 -0.2817
H: 4.1246 1.2143 1.2564
H: -0.4658 1.8565 -1.8955
H: -1.8966 2.7826 -1.2157
H: 0.0186 -1.9006 -1.0708
H: -0.5363 0.0411 2.0515

Let us look at the natural (NBO) charges, expressed in e, one per atom: Cl -0.424; Si 1.028; C -1.149; C -0.609; C -0.603; C -0.500; C -0.518; C 0.199; C -0.574; C -0.486; H 0.196; H 0.213; H 0.207; H 0.204; H 0.249; H 0.213; H 0.209; H -0.204; H 0.208; H 0.212; H 0.239; H 0.202; H 0.202; H 0.207; H 0.247; H 0.196; H 0.206; H 0.230; H 0.200

DFT (wB97M-V/def2-TZVPD) results for a 9-piece molecular cluster, C36H86N2O11P2 overall.

HOMO: -7.930 eV
Total charge: 0
SMILES: CO[C@H](c1ccncc1)[C@@](C)(OCP(N)O)P(C)C.CC(C)O.CC(C)O.CC(C)O.CC(C)O.CC(C)O.CC(C)O.CC(C)O.CC(C)O
Frontier orbital gap: 8.308 eV

Cartesian coordinates (Å):
P: 4.2906 4.0021 -2.1162
P: 3.3529 -0.0110 -4.4386
O: -2.8858 -8.1445 0.8702
O: 4.5647 2.8525 -0.8785
O: 3.7586 -3.8926 -0.0733
O: -0.4496 1.7575 -3.9028
O: -3.5955 1.9238 3.4344
O: -5.3167 -3.0327 0.8383
O: -4.3291 2.9258 -5.8601
O: 2.2187 3.4511 7.1739
O: 1.2415 6.3016 -2.5150
O: 0.5393 0.4124 5.8392
O: 2.3214 2.2529 -3.1065
N: 5.8300 4.4914 -2.8877
N: -0.0613 -1.5467 0.3178
C: 0.1586 -0.1395 0.3092
C: 1.1981 4.4229 7.4040
C: -6.7091 3.2455 -5.7037
C: -2.0972 -9.5382 -0.9258
C: 0.0814 -1.5832 -2.3647
C: -5.3404 3.9018 -5.6148
C: -3.3185 -0.1326 2.2201
C: 5.1471 -2.0034 0.4647
C: -0.9607 5.4892 -1.9880
C: 0.7534 5.8899 -0.1960
C: -0.1641 3.7534 7.3229
C: -1.7473 -8.4362 0.0619
C: 5.1024 -3.4147 -0.1002
C: 0.5365 0.6885 -3.8164
C: -5.0618 -5.4212 0.9310
C: 1.9282 -1.2070 6.9507
C: -0.5840 -8.8410 0.9537
C: 1.4168 5.0730 8.7610
C: 1.4892 -0.6268 5.6153
C: 3.2541 -1.4926 -3.2806
C: 1.8126 2.0416 -5.5787
C: 2.6721 -0.0718 4.8373
C: 3.2957 3.2108 -3.5649
C: -4.3551 -4.0756 0.9643
C: -2.2615 0.2103 4.4704
C: -3.3338 -3.9507 -0.1536
C: 0.3866 0.5994 -1.0192
C: -1.5297 1.2767 -4.7496
C: -0.0814 -2.1688 -0.9570
C: 5.9904 -4.3590 0.6951
C: -2.6750 0.8675 3.1636
C: 1.9883 1.2725 -4.1431
C: 0.2062 6.3543 -1.5366
C: 0.3618 -0.0345 -2.4204
C: 2.9534 -0.7237 -6.1815
C: -5.1156 4.5303 -4.2484
H: -5.2486 4.6667 -6.3907
H: -1.2481 -9.7731 -1.5726
H: 5.9389 -5.3712 0.2849
H: -0.8345 -9.7292 1.5427
H: -6.8525 2.7883 -6.6864
H: 5.8695 5.5277 -2.9350
H: 4.1092 2.7400 -4.2427
H: 1.3055 3.0539 -5.4557
H: -3.8569 -3.9469 1.9292
H: 4.7865 -1.9840 1.4983
H: -1.1867 1.0229 -5.8175
H: 2.4042 5.5400 8.8084
H: 0.1984 0.4003 1.3233
H: -3.1311 -0.2045 4.9914
H: -4.1242 4.9881 -4.1947
H: -3.8150 -4.0284 -1.1343
H: 1.5981 6.5127 0.1103
H: 6.1634 -1.6016 0.4424
H: -2.5680 -4.7276 -0.0781
H: 2.8100 4.1231 -4.0872
H: -0.0144 5.9350 0.5810
H: 3.4121 -0.8506 4.6348
H: 3.1589 0.7372 5.3916
H: -2.4000 -10.4504 -0.4016
H: -5.8003 -5.4872 1.7348
H: 4.4955 -1.3394 -0.1095
H: 5.8227 4.2071 -3.8887
H: 0.6596 5.8355 8.9602
H: 1.5341 5.3830 -2.5889
H: -0.3017 3.2810 6.3462
H: -0.2551 2.9612 8.0737
H: -2.8452 -2.9731 -0.1166
H: -0.3510 -8.0447 1.6655
H: -3.1197 -8.9465 1.3561
H: 2.8238 2.0972 -6.1204
H: -0.6483 4.4472 -2.1148
H: -1.8106 0.9432 5.1426
H: 7.0322 -4.0283 0.6800
H: 0.5840 1.7290 -0.9483
H: -7.5075 3.9730 -5.5365
H: -4.4021 2.2445 -5.1783
H: -1.7990 1.3137 2.6839
H: -1.4925 -7.5225 -0.4822
H: 1.8165 -0.9370 -6.1554
H: 3.0766 -1.2097 -2.1835
H: 2.6459 -2.0198 6.8116
H: -0.2460 -3.3096 -0.9392
H: -0.1167 7.3964 -1.4608
H: 1.2837 5.1773 6.6174
H: 1.1250 4.8621 -0.2611
H: 1.3805 4.3271 9.5616
H: 0.0376 -2.2140 -3.3226
H: 4.2051 -2.1453 -3.3549
H: 2.1507 2.7796 7.8661
H: -2.1010 0.3987 -4.2807
H: 5.6589 -4.4221 1.7366
H: 3.4659 -3.9068 0.8476
H: -2.9416 -9.2383 -1.5522
H: 0.3104 -9.0551 0.3631
H: 0.2741 -0.0783 -4.6340
H: -0.9698 4.4751 7.4789
H: -5.8662 5.2962 -4.0377
H: 1.0671 -1.5917 7.5039
H: -1.3364 5.8270 -2.9578
H: -1.7798 5.5221 -1.2646
H: -2.3048 2.1350 -4.8755
H: 2.3896 -0.4372 7.5780
H: 3.5238 -1.6998 -6.3166
H: -4.3507 -6.2435 1.0412
H: 2.4122 -2.1760 -3.6857
H: 1.0668 1.3849 -6.1648
H: -6.8064 2.4440 -4.9642
H: 0.9910 -1.4007 5.0244
H: 4.9381 3.3078 -0.0937
H: 0.9704 1.1032 6.3618
H: -4.3732 1.5383 3.8587
H: 2.3407 0.3519 3.8855
H: -5.6058 -5.5539 -0.0102
H: -5.1579 3.7731 -3.4587
H: -5.7658 -3.1350 -0.0110
H: -4.2248 -0.5594 2.6618
H: 5.4231 -3.4022 -1.1457
H: -1.5421 -0.5939 4.2972
H: -3.6205 0.3565 1.2900
H: 3.2155 0.0277 -7.0114
H: -2.6307 -0.9476 1.9789

These are the Löwdin partial charges, in e, on atoms 1 to 99: P 0.862; P 0.943; O -0.069; O -0.356; O -0.065; O -0.182; O -0.059; O -0.064; O -0.075; O -0.064; O -0.076; O -0.074; O -0.221; N -0.218; N 0.003; C -0.101; C -0.495; C -0.066; C -0.066; C -0.008; C -0.496; C -0.067; C -0.057; C -0.061; C -0.065; C -0.063; C -0.499; C -0.506; C -0.293; C -0.060; C -0.062; C -0.065; C -0.065; C -0.492; C -0.315; C -0.081; C -0.055; C -0.383; C -0.498; C -0.062; C -0.063; C 0.017; C -0.094; C -0.146; C -0.067; C -0.499; C -0.560; C -0.496; C -0.082; C -0.298; C -0.061; H 0.140; H 0.080; H 0.079; H 0.081; H 0.079; H 0.022; H 0.073; H 0.101; H 0.140; H 0.078; H 0.102; H 0.080; H 0.103; H 0.084; H 0.075; H 0.083; H 0.079; H 0.082; H 0.073; H 0.103; H 0.079; H 0.077; H 0.081; H 0.081; H 0.080; H 0.067; H 0.017; H 0.081; H 0.041; H 0.077; H 0.085; H 0.059; H 0.080; H 0.092; H 0.080; H 0.074; H 0.062; H 0.080; H 0.101; H 0.080; H 0.074; H 0.126; H 0.136; H 0.040; H 0.047; H 0.080; H 0.099; H 0.137

DFT (wB97M-V/def2-TZVPD) results for a 2-piece molecular cluster, C30H64B2Cl2N4O8P overall.

HOMO: -9.429 eV
Total charge: +1
Frontier orbital gap: 7.164 eV

Cartesian coordinates (Å):
Cl: 3.3900 3.4355 0.3615
Cl: 1.4321 1.9874 2.2310
P: 3.1197 -0.6866 -3.1850
O: -3.5039 -1.1955 0.4782
O: 6.4657 -0.1984 -2.0221
O: 2.6286 1.5688 -4.6959
O: 0.4429 -2.0784 -2.0956
O: 0.7470 0.1795 -1.7647
O: 2.1647 -1.2155 -4.4505
O: 6.1969 1.0185 -4.0983
O: 3.8034 1.9766 -2.1699
N: -5.3592 -0.4937 5.6870
N: 1.0353 2.9074 -3.4647
N: -2.2854 -3.0872 0.9173
N: -0.4565 -0.6201 -3.7025
C: 1.0070 1.9635 0.4579
C: -0.3846 2.7142 -3.1356
C: -1.2121 -3.6623 -3.0446
C: -6.5262 -0.8921 2.7175
C: -0.2001 2.9001 0.3322
C: 0.2106 -3.1075 -3.0368
C: -4.5608 -0.5463 4.3948
C: 5.2059 2.0041 -1.9065
C: -0.0787 -0.7866 -2.3405
C: -6.3940 0.6131 5.7585
C: 1.0727 3.7217 -4.6930
C: 2.9761 -1.0066 1.6803
C: 8.0047 -2.0267 -1.6587
C: -6.2467 -2.3453 2.3370
C: -5.2668 -0.1235 3.1210
C: 3.2973 -2.2158 -2.1714
C: 2.7143 -0.6378 0.4118
C: -4.3149 1.3442 6.8097
C: -1.1743 -1.0376 -0.0350
C: -2.4100 -1.7600 0.4797
C: -1.3828 -0.6589 -1.5036
C: -4.4111 -0.1665 6.8247
C: 5.7003 3.3648 -2.4389
C: 2.1715 2.4199 -0.5056
C: 3.5959 0.3535 -0.3099
C: -5.9872 -1.8234 5.9518
C: 1.9925 0.5927 -2.3497
C: -5.7475 1.7906 6.5033
C: 7.5053 -0.9811 -2.6492
C: 2.9104 1.3057 -1.2852
B: 5.9962 0.8694 -2.7285
B: 1.8618 1.7207 -3.5530
H: 8.4100 -2.8707 -2.2048
H: -1.1250 -0.1436 0.5784
H: -3.6977 0.1022 4.5357
H: -3.4682 -0.6821 6.6584
H: -5.2039 -2.5760 5.9820
H: 4.1187 0.9124 0.4607
H: 5.2867 3.4851 -3.4376
H: 0.8495 -3.9281 -2.7058
H: 5.4866 2.0201 -0.8568
H: 0.3003 -0.5189 -4.3660
H: -1.1644 -4.6600 -3.4709
H: 6.7822 3.3388 -2.5654
H: 0.1162 3.9201 0.1375
H: -3.9460 1.7385 7.7532
H: -4.5394 -0.2241 2.3121
H: -0.8409 3.6928 -2.9775
H: -5.5836 -2.3927 1.4736
H: 3.5358 1.8576 -4.5627
H: 7.1659 -2.3319 -1.0407
H: 2.3091 -1.6337 2.2517
H: -2.5304 -3.1785 1.8922
H: -1.6295 0.4026 -1.5312
H: -0.9122 2.2840 -3.9885
H: -7.1743 -2.8554 2.0788
H: 0.7060 0.9425 0.3000
H: -7.2412 0.2191 6.3135
H: 2.0597 4.1246 -4.8773
H: -5.7680 2.7042 5.9137
H: -0.5386 2.1455 -2.2339
H: -6.9631 -0.3848 1.8567
H: 5.3933 4.1775 -1.7915
H: -6.2994 1.9926 7.4197
H: 0.4068 4.5734 -4.5529
H: 7.0447 1.4455 -4.2507
H: -6.6991 -2.0461 5.1631
H: -6.4982 -1.7823 6.9098
H: 8.3218 -0.3128 -2.9093
H: 7.1116 -1.4769 -3.5311
H: -2.2064 -1.1709 -1.9865
H: 4.2831 -2.2035 -1.7131
H: 1.7604 3.1653 -1.1710
H: -1.5777 -3.7345 -2.0230
H: -4.8721 -0.5250 7.7438
H: -4.1783 -1.5632 4.3138
H: 2.7529 -1.7407 -4.9984
H: -1.8548 -3.0218 -3.6382
H: -3.6321 1.6815 6.0292
H: -5.7805 -2.9049 3.1531
H: 8.7707 -1.5877 -1.0282
H: -6.7342 0.8742 4.7652
H: 0.5551 -2.8794 -4.0387
H: -0.3239 -1.6933 0.1140
H: -7.2884 -0.8524 3.5028
H: -0.9187 2.5369 -0.3925
H: 0.6930 3.1782 -5.5563
H: -0.7032 2.9138 1.2937
H: -5.4837 0.9479 3.1656
H: -1.2168 0.0196 -3.8377
H: -1.3728 -3.4738 0.7230
H: 2.5544 -2.4099 -1.4087
H: 3.8874 -0.6575 2.1495
H: 4.3851 -0.2094 -0.8089
H: 1.8825 -1.1131 -0.0830
H: 3.2911 -3.0553 -2.8659

These are the Löwdin partial charges, in e, on atoms 1 to 99: Cl 0.703; Cl 0.583; P 1.080; O 0.036; O 0.053; O 0.102; O -0.105; O -0.068; O -0.292; O 0.141; O -0.136; N -0.250; N -0.055; N 0.151; N 0.170; C -0.654; C -0.075; C -0.056; C -0.243; C -0.121; C -0.261; C -0.101; C -0.270; C -0.582; C -0.078; C -0.064; C 0.010; C -0.056; C -0.090; C -0.179; C -0.222; C -0.181; C -0.140; C -0.077; C -0.479; C -0.058; C -0.103; C -0.021; C -0.518; C -0.133; C 0.020; C -0.270; C -0.119; C -0.216; C -0.431; B -0.646; B -0.574; H 0.076; H 0.119; H 0.128; H 0.143; H 0.116; H 0.100; H 0.084; H 0.118; H 0.118; H 0.080; H 0.078; H 0.087; H 0.089; H 0.128; H 0.102; H 0.092; H 0.065; H 0.102; H 0.075; H 0.050; H 0.093; H 0.111; H 0.090; H 0.081; H 0.045; H 0.134; H 0.090; H 0.121; H 0.039; H 0.120; H 0.069; H 0.121; H 0.085; H 0.112; H 0.096; H 0.110; H 0.120; H 0.121; H 0.122; H 0.033; H 0.081; H 0.065; H 0.140; H 0.129; H 0.069; H 0.068; H 0.116; H 0.061; H 0.075; H 0.111; H 0.101; H 0.107

DFT (wB97M-V/def2-TZVPD) results for an isolated molecule of C3H6N2O2.

HOMO: -9.536 eV
Total charge: 0
SMILES: C/C(=N\N)C(=O)O
Frontier orbital gap: 10.347 eV

Cartesian coordinates (Å):
O: 1.8993 1.7491 0.0445
O: 2.5123 -0.3979 -0.0613
N: -0.6467 1.0306 0.1650
N: -2.1080 0.6754 -0.1142
C: 1.6452 0.4379 -0.0105
C: -0.2175 -1.4687 -0.0688
C: 0.0218 -0.0028 -0.0111
H: -2.5179 0.0322 0.5599
H: 0.7442 -1.9761 -0.0812
H: -0.8011 -1.7889 0.7952
H: -2.6255 1.5374 -0.2234
H: 2.8603 1.8911 -0.0173
H: -0.7663 -1.7194 -0.9767

Let us look at the natural (NBO) charges, expressed in e, one per atom: O -0.666; O -0.607; N -0.214; N -0.729; C 0.761; C -0.707; C 0.198; H 0.355; H 0.263; H 0.231; H 0.370; H 0.499; H 0.248

Record order is preserved below.
Max |F|: 0.1004 0.0957 0.0415 0.1026 Eh/bohr